Formula: C21H43N2O8
Source: the OMol25 dataset
Level of theory: ωB97M-V with the def2-TZVPD basis set

Results
**Kohn-Sham gap (alpha / beta)**: 9.102 / 9.158 eV
**HOMO (alpha / beta)**: -8.50 / -8.84 eV
**Spin multiplicity**: 2
**Calculated total energy**: -41832.7193 eV
**Max |F|**: 2.38 eV/A

Atoms and positions in Å:
C: -1.2473 2.4098 1.9689
C: -0.2150 2.1680 0.8833
N: -0.3186 0.8756 0.2252
C: 0.2066 -0.3073 0.8910
C: 1.6426 -0.0972 1.4765
C: 1.7526 0.4480 2.8933
O: 1.6714 -0.5447 3.9237
C: 0.3710 -1.3962 -0.2422
C: 0.0370 -2.8315 0.1583
C: 1.0621 -3.4640 1.1061
C: 0.1152 -3.6736 -1.1257
N: -1.3547 -2.9685 0.7130
O: -2.2136 -3.4483 -0.1241
C: -1.8973 -1.7222 1.3489
C: -2.7984 -0.9233 0.4285
C: -2.7673 -2.1692 2.5294
C: -0.7344 -0.9194 1.9380
H: -1.3268 3.4666 2.1919
H: -2.2089 2.0190 1.6574
H: -0.9944 1.9142 2.9023
H: -0.4271 2.9159 0.1246
H: 0.7768 2.4238 1.2664
H: 0.0291 0.9388 -0.7211
H: 2.2602 -0.9791 1.3601
H: 2.0955 0.6564 0.8337
H: 2.7391 0.9072 2.9861
H: 1.0391 1.2357 3.0937
H: 1.7954 -1.4001 3.4913
H: -0.2623 -1.1153 -1.0752
H: 1.4044 -1.3647 -0.5677
H: 1.3434 -2.8227 1.9301
H: 1.9609 -3.7430 0.5716
H: 0.6196 -4.3739 1.5005
H: 1.1711 -3.7126 -1.3806
H: -0.3717 -3.1812 -1.9509
H: -0.2034 -4.6963 -0.9786
H: -3.7600 -1.3970 0.2789
H: -2.9767 0.0349 0.9022
H: -2.3518 -0.6949 -0.5280
H: -3.2051 -1.3122 3.0252
H: -3.5676 -2.7817 2.1278
H: -2.1951 -2.7849 3.2160
H: -0.1706 -1.6092 2.5485
H: -1.1704 -0.2046 2.6243
C: 4.1512 6.8192 2.7164
C: 2.8578 6.6929 1.9403
O: 2.1026 5.5412 2.3475
C: 1.4279 5.6736 3.4910
O: 1.3758 6.6603 4.1784
O: 0.8107 4.5154 3.7385
C: 0.0964 4.4798 4.9773
H: 4.7313 5.8984 2.6416
H: 4.7477 7.6437 2.3264
H: 3.9581 7.0045 3.7721
H: 3.0675 6.5404 0.8832
H: 2.2456 7.5896 2.0316
H: -0.5930 5.3173 5.0554
H: 0.7934 4.4875 5.8136
H: -0.4636 3.5488 4.9845
C: -1.1097 -3.1291 -9.1169
C: 0.0203 -3.4663 -8.1676
O: -0.1101 -2.7745 -6.9169
C: -1.0037 -3.2884 -6.0692
O: -1.6685 -4.2762 -6.2490
O: -1.0219 -2.5230 -4.9761
C: -1.9812 -2.9202 -3.9911
H: -1.1856 -2.0491 -9.2494
H: -0.9388 -3.5919 -10.0888
H: -2.0643 -3.4838 -8.7308
H: 0.9704 -3.1345 -8.5823
H: 0.0905 -4.5396 -7.9930
H: -1.8650 -3.9685 -3.7277
H: -2.9911 -2.7311 -4.3523
H: -1.8054 -2.3117 -3.1102


Formula: C5H10O
Source: the OMol25 dataset
Level of theory: ωB97M-V with the def2-TZVPD basis set

Results
**Kohn-Sham gap**: 10.496 eV
**HOMO**: -9.59 eV
**Energy relative to the best compared isomer or geometry (same formula, charge and spin)**: 50.1 kcal/mol
**Calculated total energy**: -7392.5925 eV
**SMILES**: CC[C@@H](C)C=O
**Max |F|**: 1.95 eV/A

Atoms and positions in Å:
C: -1.2326 0.2565 1.7901
C: -0.6399 0.5079 0.4079
C: 0.0604 -0.6074 -0.3797
C: 0.5565 0.3085 -1.8278
C: 1.4445 -1.0098 -0.0061
O: 2.3746 -0.4139 -0.4989
H: -0.4662 -0.0233 2.5184
H: -1.7147 1.1770 2.1475
H: -1.9956 -0.5300 1.7735
H: -1.4455 0.8425 -0.2588
H: 0.0832 1.3228 0.4475
H: -0.6117 -1.5290 -0.2634
H: 1.3696 1.0929 -1.7851
H: 0.8900 -0.3562 -2.6322
H: -0.3447 0.8479 -2.0542
H: 1.6721 -1.8865 0.6213


Formula: C4H5FO2
Source: the OMol25 dataset
Level of theory: ωB97M-V with the def2-TZVPD basis set

Results
**Kohn-Sham gap**: 10.262 eV
**HOMO**: -9.93 eV
**Energy relative to the best compared isomer or geometry (same formula, charge and spin)**: 37.4 kcal/mol
**Calculated total energy**: -11039.8622 eV
**SMILES**: O=C1[C@@H](O)C[C@@H]1F
**Max |F|**: 2.57 eV/A

Atoms and positions in Å:
C: -0.4024 0.9394 -0.1276
C: 0.6085 0.6295 0.9773
C: 0.8869 -0.7896 0.3915
C: -0.3987 -0.5731 -0.3812
H: -1.4863 2.5170 0.1001
H: 0.1476 1.4064 -0.9433
H: 0.0696 0.5297 1.9511
H: 1.4535 1.3002 1.1127
H: 0.9014 -1.6956 1.0241
O: -1.6503 1.5582 0.0605
O: -1.2789 -1.3227 -0.7360
F: 2.0202 -0.7976 -0.3335


Formula: C2H3NO3
Source: the OMol25 dataset
Level of theory: ωB97M-V with the def2-TZVPD basis set

Results
**Kohn-Sham gap**: 10.768 eV
**HOMO**: -10.13 eV
**Energy relative to the best compared isomer or geometry (same formula, charge and spin)**: 102.0 kcal/mol
**Calculated total energy**: -9751.6679 eV
**SMILES**: O=CO/C=N\O
**Max |F|**: 5.44 eV/A

Atoms and positions in Å:
C: 0.3758 0.7726 -0.1298
C: -1.6805 -0.5876 -0.1482
H: 3.1884 -0.3813 -0.0375
H: -0.2761 1.7136 -0.0451
H: -1.9859 -1.5760 -0.4988
N: 1.6484 0.6780 -0.1097
O: 2.1626 -0.6835 0.2325
O: -0.4058 -0.3525 -0.1384
O: -2.3363 0.3345 0.2830


Formula: C3H5FN2O5
Source: the OMol25 dataset
Level of theory: ωB97M-V with the def2-TZVPD basis set

Results
**Kohn-Sham gap (alpha / beta)**: 7.626 / 6.865 eV
**HOMO (alpha / beta)**: -7.94 / -10.86 eV
**Energy relative to the best compared isomer or geometry (same formula, charge and spin)**: 0.0 kcal/mol
**Spin multiplicity**: 3
**Calculated total energy**: -19115.9781 eV
**Max |F|**: 7.99 eV/A

Atoms and positions in Å:
C: -0.2042 0.6566 0.0655
C: 0.4522 -0.6487 0.4525
C: -1.0113 -1.6700 0.6781
N: -2.1177 -1.6135 -0.4092
N: -0.5006 -3.0792 0.7163
O: -1.7301 -1.7456 -1.5362
O: -0.4025 -3.6150 1.8005
O: -3.2065 -1.4269 0.0075
O: -0.2566 -3.5532 -0.3698
O: 1.2322 -1.1471 -0.4689
F: -1.4252 -1.3070 1.8819
H: -0.7059 0.4008 -0.8807
H: -0.7200 1.2092 0.9510
H: 0.5124 1.3578 -0.3146
H: 0.9794 -0.6226 1.3871
H: 0.9208 -1.2814 -1.3597


Formula: C2HNO4
Source: the OMol25 dataset
Level of theory: ωB97M-V with the def2-TZVPD basis set

Results
**Kohn-Sham gap**: 7.949 eV
**HOMO**: -8.59 eV
**Energy relative to the best compared isomer or geometry (same formula, charge and spin)**: 150.1 kcal/mol
**Calculated total energy**: -11762.7707 eV
**Max |F|**: 2.95 eV/A

Atoms and positions in Å:
C: -0.4011 -0.2579 -0.1421
C: 2.1292 -0.3573 -0.0298
N: -1.4831 0.6339 0.0370
O: 1.0012 0.0035 0.0706
O: 3.2494 -0.6176 -0.0517
O: -2.5599 0.0673 -0.0492
O: -1.2980 1.8270 0.1825
H: -0.6376 -1.2989 -0.0173


Formula: CH4ClNOS2
Source: the OMol25 dataset
Level of theory: ωB97M-V with the def2-TZVPD basis set

Results
**Kohn-Sham gap (alpha / beta)**: 8.008 / 8.008 eV
**HOMO (alpha / beta)**: -8.86 / -8.86 eV
**Energy relative to the best compared isomer or geometry (same formula, charge and spin)**: 19.3 kcal/mol
**Calculated total energy**: -38830.0320 eV
**Max |F|**: 2.42 eV/A

Atoms and positions in Å:
C: -0.1398 -1.6378 0.6802
N: -0.0901 2.0083 -1.4474
O: -0.4767 0.5133 2.1233
S: 1.1377 1.0270 -0.6720
S: 0.6203 -0.1377 1.4021
Cl: 0.1597 -2.9812 1.6719
H: -1.1926 -1.3403 0.7052
H: 0.2426 -1.9511 -0.2606
H: 0.1683 2.9492 -1.8833
H: -0.4294 1.5504 -2.3195


Formula: Br2CdIN3O9
Source: the OMol25 dataset
Level of theory: ωB97M-V with the def2-TZVPD basis set

Results
**Total charge**: -4
**Kohn-Sham gap**: 3.423 eV
**HOMO**: 2.02 eV
**Calculated total energy**: -175629.7808 eV
**Max |F|**: 9.32 eV/A

Atoms and positions in Å:
Cd: -0.5305 -1.5839 0.2865
N: 1.4318 3.8112 -0.8230
O: 2.5487 4.1374 -1.1518
O: 1.1240 2.6981 -0.5735
O: 0.6406 4.6950 -0.7980
N: 3.9428 -1.4301 -2.1247
O: 4.8701 -1.7686 -1.4110
O: 4.0532 -0.8215 -3.1339
O: 2.8942 -1.4917 -1.6009
N: -4.6168 -0.5493 2.6178
O: -5.6591 -1.0115 2.3357
O: -3.5014 -0.5406 2.2582
O: -4.7742 0.4298 3.3252
Br: 1.5481 -1.3260 3.3294
Br: -1.3620 -5.0126 0.5361
I: -2.6095 -0.2356 -3.0721


Q: Number 4 is which compound?
A: C2H3NO3


Q: Which value of calculated total energy does entry 1 give?
A: -41832.7193 eV


Q: What is the calculated total energy in the fifth record?
A: -19115.9781 eV